Record 1
A structure of composition C3H3N3 at a distorted geometry. Source: the OMol25 dataset; level of theory: ωB97M-V/def2-TZVPD.

Output
Energy above the lowest of the compared OMol25 structures with the same formula, charge and spin in kJ/mol: 330.6
LUMO (spin up / spin down) in eV: -1.096 / -1.075
Frontier orbital gap (spin up / spin down) in eV: 8.6238 / 8.6385
HOMO energy (spin up / spin down) in eV: -9.7 / -9.7

The geometry in XYZ format:
```
9
Properties=species:S:1:pos:R:3:forces:R:3:lowdin_charge:R:1
N -0.282 -1.483 -0.537 0.6 -1.5 -1.2 0.1171
C 0.339 0.612 0.632 1.0 0.4 0.1 -0.0567
C 0.640 -0.557 -0.130 -0.8 -0.3 0.0 -0.6261
N 1.865 -0.367 -0.166 -1.5 1.4 1.1 0.3318
C -0.223 1.767 0.009 0.2 0.8 -0.5 -0.2215
N -0.724 2.687 -0.493 0.5 -1.0 0.5 0.1496
H -0.635 -2.086 0.183 -0.2 0.0 0.0 0.0933
H -0.941 -1.125 -1.204 -0.4 0.0 0.1 0.0931
H 0.104 0.471 1.689 0.7 0.2 -0.2 0.1194
```
Positions in Å, forces in eV/Å.


Record 2
A structure of composition C3H3N3 at a distorted geometry. Source: the OMol25 dataset; level of theory: ωB97M-V/def2-TZVPD.

Output
Energy above the lowest of the compared OMol25 structures with the same formula, charge and spin in kJ/mol: 408.9
LUMO in eV: -1.226
Frontier orbital gap in eV: 7.8891
HOMO energy in eV: -9.1

The geometry in XYZ format:
```
9
Properties=species:S:1:pos:R:3:forces:R:3:lowdin_charge:R:1
C 0.025 -1.161 0.257 3.3 0.8 3.1 -0.1861
N -1.109 -0.452 0.545 -3.0 -3.4 -4.1 0.1076
C -1.035 0.326 -0.554 -2.4 2.5 5.9 -0.1691
N -0.151 1.266 -0.127 4.5 0.2 -4.0 0.0976
C 1.090 0.748 0.064 -1.7 2.5 2.0 -0.2450
N 1.234 -0.542 0.290 -0.7 -2.4 -2.8 0.0472
H -0.018 -2.250 0.317 0.1 0.3 0.5 0.1163
H -1.949 0.631 -1.067 0.3 -0.3 -0.6 0.1235
H 1.913 1.434 0.277 -0.3 -0.2 0.1 0.1080
```
Positions in Å, forces in eV/Å.


Record 3
A structure of composition C3H3N3O. Source: the OMol25 dataset; level of theory: ωB97M-V/def2-TZVPD.

Output
Energy above the lowest of the compared OMol25 structures with the same formula, charge and spin in kJ/mol: 360.1
LUMO in eV: -0.366
Frontier orbital gap in eV: 9.5595
HOMO energy in eV: -9.9

The geometry in XYZ format:
```
10
Properties=species:S:1:pos:R:3:forces:R:3:lowdin_charge:R:1
N -0.336 -1.839 -0.471 -0.3 0.3 0.0 0.1965
C -0.469 -0.610 -0.650 -0.1 -0.6 0.0 -0.3984
N -0.506 0.205 -1.866 0.6 0.2 0.2 0.0732
N 0.008 1.197 -1.300 0.0 -0.1 0.5 0.0943
O 1.416 -0.426 1.645 -0.4 0.7 -0.3 0.0778
C 0.787 0.559 1.352 0.4 -0.2 -0.2 -0.2023
C -0.176 0.627 0.158 -0.1 0.0 -0.1 -0.1654
H -0.466 -2.359 -1.339 0.0 0.1 0.0 0.0707
H 0.803 1.461 1.996 0.1 -0.1 -0.2 0.1198
H -1.062 1.185 0.476 -0.1 -0.3 0.1 0.1337
```
Positions in Å, forces in eV/Å.


Record 4
A cluster of 2 separate species, C3H3N3O in total at a distorted geometry. Source: the OMol25 dataset; level of theory: ωB97M-V/def2-TZVPD.

Output
Energy above the lowest of the compared OMol25 structures with the same formula, charge and spin in kJ/mol: 759.0
LUMO (spin up / spin down) in eV: -3.077 / -3.166
Frontier orbital gap (spin up / spin down) in eV: 8.3575 / 7.9912
HOMO energy (spin up / spin down) in eV: -11.4 / -11.2

The geometry in XYZ format:
```
10
Properties=species:S:1:pos:R:3:forces:R:3:lowdin_charge:R:1
C -2.099 -0.621 0.449 2.1 0.0 -1.1 -0.0940
C -0.450 0.446 -1.405 0.9 1.7 -0.1 -0.3823
C 1.365 0.106 0.619 -2.4 1.0 0.1 -0.0336
N -3.082 -0.563 1.049 -0.1 0.0 0.1 0.0118
N -0.494 1.403 -2.042 -0.3 0.7 -0.5 0.2349
N -0.250 -0.689 -0.818 -1.1 -4.3 2.6 0.0653
O 0.843 -0.986 -0.058 -3.2 -0.5 -2.7 -0.0869
H 2.352 -0.208 0.681 2.1 0.6 0.7 0.0924
H 0.761 0.167 1.525 0.6 0.2 0.6 0.1113
H 1.054 0.945 -0.001 1.3 0.7 0.4 0.0812
```
Positions in Å, forces in eV/Å.


Record 5
A cluster of 2 separate species, C3H3N3O in total at a distorted geometry. Source: the OMol25 dataset; level of theory: ωB97M-V/def2-TZVPD.

Output
SMILES: N=C=CC=O.N#N
Energy above the lowest of the compared OMol25 structures with the same formula, charge and spin in kJ/mol: 110.4
LUMO in eV: 0.594
Frontier orbital gap in eV: 10.0661
HOMO energy in eV: -9.5

The geometry in XYZ format:
```
10
Properties=species:S:1:pos:R:3:forces:R:3:lowdin_charge:R:1
N -0.980 -1.380 -1.213 0.1 0.6 0.6 0.2096
C -1.115 -0.316 -0.662 -0.1 -0.6 -0.3 -0.1524
C -1.253 0.778 0.092 0.0 -0.1 -0.2 -0.0605
C -0.033 1.172 0.792 0.2 -0.1 -0.1 -0.2810
O 0.954 0.470 0.769 -0.3 0.6 0.2 -0.0636
H -0.501 -1.556 -2.089 -0.2 0.3 0.0 0.0980
H -2.186 1.323 0.118 0.1 0.1 -0.1 0.0970
H 0.035 2.143 1.313 -0.5 0.0 0.0 0.1188
N 2.377 -1.447 -0.069 0.9 0.1 1.7 0.0147
N 2.701 -1.188 0.950 -0.1 -0.9 -1.8 0.0194
```
Positions in Å, forces in eV/Å.


Record 6
The molecule C3H3N3O at a distorted geometry. Source: the OMol25 dataset; level of theory: ωB97M-V/def2-TZVPD.

Output
SMILES: ON=C1N=CC=N1
Energy above the lowest of the compared OMol25 structures with the same formula, charge and spin in kJ/mol: 293.6
LUMO in eV: -0.987
Frontier orbital gap in eV: 8.8680
HOMO energy in eV: -9.9

The geometry in XYZ format:
```
10
Properties=species:S:1:pos:R:3:forces:R:3:lowdin_charge:R:1
O 2.275 0.377 0.060 1.6 0.4 0.2 -0.0490
N 1.464 -0.693 -0.019 -2.8 0.6 0.2 0.0805
C 0.209 -0.285 -0.103 1.7 -0.6 -0.2 -0.3807
N -0.215 1.079 -0.141 0.1 -0.5 0.5 0.1237
C -1.482 0.995 0.038 -0.7 0.8 0.5 -0.1083
C -1.885 -0.440 0.086 -0.1 0.8 -0.2 -0.1352
N -0.885 -1.206 -0.029 1.9 0.1 -0.2 0.1229
H 3.174 0.068 0.339 -1.2 -0.1 -0.5 0.1297
H -2.132 1.899 0.250 0.8 -1.2 -0.6 0.1268
H -2.847 -0.864 0.137 -1.2 -0.1 0.2 0.0895
```
Positions in Å, forces in eV/Å.


Record 7
The molecule C3H3N3O at a distorted geometry. Source: the OMol25 dataset; level of theory: ωB97M-V/def2-TZVPD.

Output
SMILES: O/C=C1\C=NN=N1
Energy above the lowest of the compared OMol25 structures with the same formula, charge and spin in kJ/mol: 275.0
LUMO in eV: -1.035
Frontier orbital gap in eV: 8.8470
HOMO energy in eV: -9.9

The geometry in XYZ format:
```
10
Properties=species:S:1:pos:R:3:forces:R:3:lowdin_charge:R:1
O -0.771 0.029 -1.875 0.7 0.2 1.4 0.0973
C -0.874 0.543 -0.638 -0.5 -0.6 -0.5 -0.0475
C -0.076 0.100 0.336 -0.1 -0.3 -0.7 -0.3364
C 1.043 -0.764 0.248 0.7 -0.3 0.8 -0.0776
N 1.622 -0.730 1.424 0.6 -1.2 -1.9 0.0106
N 0.889 0.056 2.197 -1.7 1.7 2.5 -0.0642
N -0.156 0.560 1.635 1.5 -0.2 0.1 0.0595
H -1.467 0.324 -2.435 -0.9 0.5 -0.8 0.1036
H -1.625 1.274 -0.355 -0.2 0.0 -0.6 0.1450
H 1.413 -1.393 -0.538 0.0 0.1 -0.3 0.1098
```
Positions in Å, forces in eV/Å.


Record 8
The molecule C3H3N3O at a distorted geometry. Source: the OMol25 dataset; level of theory: ωB97M-V/def2-TZVPD.

Output
SMILES: [H]/N=c1\ncnco1
Energy above the lowest of the compared OMol25 structures with the same formula, charge and spin in kJ/mol: 118.3
LUMO in eV: -0.222
Frontier orbital gap in eV: 9.7820
HOMO energy in eV: -10.0

The geometry in XYZ format:
```
10
Properties=species:S:1:pos:R:3:forces:R:3:lowdin_charge:R:1
H -1.352 0.487 -2.315 -0.6 -1.0 -1.5 0.0433
N -0.831 1.092 -1.745 -0.1 1.3 0.2 0.1820
C -0.405 0.415 -0.800 0.1 -1.5 0.4 -0.4926
N -0.419 -1.005 -0.695 -0.1 0.9 0.7 0.1491
C 0.107 -1.485 0.372 1.0 1.6 -0.5 -0.1590
N 0.776 -0.769 1.398 -0.7 0.5 -0.2 0.0935
C 0.702 0.513 1.289 0.0 -1.4 -0.2 -0.1440
O 0.112 1.128 0.239 1.2 0.9 2.0 0.0759
H 0.195 -2.534 0.421 -0.1 -1.2 0.4 0.0985
H 1.145 1.135 2.107 -0.6 -0.1 -1.2 0.1534
```
Positions in Å, forces in eV/Å.


Record 9
The molecule C3H3N3O. Source: the OMol25 dataset; level of theory: ωB97M-V/def2-TZVPD.

Output
SMILES: [H]/N=C1\N=N[C@@H]1C=O
Energy above the lowest of the compared OMol25 structures with the same formula, charge and spin in kJ/mol: 324.0
LUMO in eV: -0.538
Frontier orbital gap in eV: 9.6130
HOMO energy in eV: -10.2

The geometry in XYZ format:
```
10
Properties=species:S:1:pos:R:3:forces:R:3:lowdin_charge:R:1
H 2.740 0.456 0.577 0.0 0.2 0.1 0.0698
N 1.988 -0.228 0.546 -0.4 0.0 -0.2 0.1971
C 0.975 0.218 -0.027 0.3 -0.2 0.0 -0.3848
N 0.635 1.463 -0.722 -0.1 -0.1 0.0 0.0993
N -0.452 1.012 -1.164 0.1 0.1 0.1 0.0866
C -0.369 -0.335 -0.492 0.1 0.1 0.1 -0.2025
C -1.452 -0.464 0.572 -0.1 0.2 0.5 -0.2073
O -1.382 0.115 1.629 0.0 -0.5 -0.8 0.0789
H -0.352 -1.152 -1.223 0.0 0.1 0.3 0.1394
H -2.332 -1.083 0.303 0.1 0.1 0.1 0.1236
```
Positions in Å, forces in eV/Å.


Record 10
The molecule C3H3N3O. Source: the OMol25 dataset; level of theory: ωB97M-V/def2-TZVPD.

Output
Energy above the lowest of the compared OMol25 structures with the same formula, charge and spin in kJ/mol: 416.9
LUMO (spin up / spin down) in eV: -1.118 / -1.119
Frontier orbital gap (spin up / spin down) in eV: 7.8017 / 7.8003
HOMO energy (spin up / spin down) in eV: -8.9 / -8.9

The geometry in XYZ format:
```
10
Properties=species:S:1:pos:R:3:forces:R:3:lowdin_charge:R:1
O -3.416 1.010 -0.161 0.6 0.1 -0.1 0.0620
C -2.249 1.039 -0.438 -0.5 0.0 0.0 -0.3262
N -1.238 0.684 0.514 0.3 -0.1 -0.3 0.0287
C 2.740 -1.219 -0.402 -0.5 0.2 0.3 0.1185
N 1.788 -0.746 0.153 0.4 -0.2 -0.3 -0.0120
C 0.805 -0.120 0.715 0.1 -0.1 0.0 -0.1878
N -0.217 0.292 -0.111 -0.2 0.1 0.3 0.0070
H -1.851 1.334 -1.428 0.0 -0.1 0.1 0.1171
H 2.864 -2.274 -0.636 0.0 0.1 0.0 0.0678
H 0.774 -0.001 1.794 0.0 0.0 -0.1 0.1249
```
Positions in Å, forces in eV/Å.


Record 11
A structure of composition C3H3N3O at a distorted geometry. Source: the OMol25 dataset; level of theory: ωB97M-V/def2-TZVPD.

Output
Energy above the lowest of the compared OMol25 structures with the same formula, charge and spin in kJ/mol: 601.9
LUMO in eV: 0.507
Frontier orbital gap in eV: 10.2387
HOMO energy in eV: -9.7

The geometry in XYZ format:
```
10
Properties=species:S:1:pos:R:3:forces:R:3:lowdin_charge:R:1
C -1.181 -0.590 -0.027 0.5 -2.5 2.9 -0.0683
C 0.375 0.697 -0.019 6.0 -1.2 -0.2 -0.3615
C 0.423 -0.690 0.106 0.9 -0.8 -1.0 -0.1719
H -1.452 -1.153 -0.900 -1.0 -0.2 -0.1 0.1070
H -1.761 -0.715 0.979 1.0 -0.6 -2.1 0.1586
H -1.147 1.582 0.359 -2.2 -1.2 -0.6 0.1659
N -0.958 0.774 -0.275 -0.4 6.2 0.3 0.0278
N 1.635 1.183 -0.024 -2.3 0.2 -0.5 0.1210
N 1.644 -1.140 -0.138 -1.1 0.8 1.5 0.1433
O 2.421 0.053 -0.060 -1.4 -0.8 -0.2 -0.1220
```
Positions in Å, forces in eV/Å.


Record 12
The molecule C3H3N3O at a distorted geometry. Source: the OMol25 dataset; level of theory: ωB97M-V/def2-TZVPD.

Output
SMILES: [H]/N=c1\cnocn1
Energy above the lowest of the compared OMol25 structures with the same formula, charge and spin in kJ/mol: 255.7
LUMO in eV: 0.170
Frontier orbital gap in eV: 10.2648
HOMO energy in eV: -10.1

The geometry in XYZ format:
```
10
Properties=species:S:1:pos:R:3:forces:R:3:lowdin_charge:R:1
H 2.699 0.780 0.066 -0.1 -0.7 0.0 0.0561
N 2.310 -0.182 0.063 -0.9 1.0 -0.1 0.1434
C 1.034 -0.093 -0.019 0.3 0.6 0.2 -0.4227
C 0.234 1.186 -0.072 0.2 -1.3 0.3 -0.0512
N -1.039 1.243 -0.002 0.3 0.6 0.1 0.0798
O -1.734 0.050 0.088 0.7 -0.5 -0.4 -0.0385
C -1.012 -1.105 -0.039 -0.6 0.1 0.6 -0.1626
N 0.250 -1.249 -0.038 -0.7 -0.3 -0.4 0.1366
H 0.747 2.134 -0.088 0.0 0.2 -0.2 0.1136
H -1.757 -1.922 -0.061 0.8 0.2 -0.1 0.1455
```
Positions in Å, forces in eV/Å.


What is the formula in the eleventh record?
C3H3N3O


What is the formula in the twelfth record?
C3H3N3O


The lowest energy above the lowest of the compared OMol25 structures with the same formula, charge and spin belongs to which entry?
number 5